# C4H10NO3

A 2-piece molecular cluster, C4H10NO3 overall in a non-equilibrium geometry (the ωB97M-V functional and the def2-TZVPD basis, the Open Molecules 2025 dataset).

Structure (ORCA input):
```
! wB97M-V def2-TZVPD RIJCOSX def2/J DEFGRID3
* xyz 1 1
H -1.081 -0.793 1.434
O 0.851 1.561 1.078
H -1.387 1.327 -1.194
H -2.910 0.289 0.815
H 0.801 -2.182 0.747
H 2.534 -1.997 -0.017
O -1.900 -1.505 -0.319
C -1.274 -0.435 0.385
O -2.057 0.672 0.513
H 1.889 -0.250 -1.542
C 1.485 -1.703 0.062
N -0.515 0.866 -1.449
H -2.566 -1.819 0.341
C 1.126 -0.608 -0.689
C -0.165 -0.044 -0.612
H 0.674 2.292 0.447
H 1.208 1.792 1.919
H -0.014 0.974 -2.318
*
```

Values from the calculation:
energy relative to the best compared isomer or geometry (same formula, charge and spin) = 47.6 kcal/mol
HOMO level = -14.64 eV
orbital gap = 9.73 eV